Entry 1:
This record from the OMol25 dataset describes C2H8AgClN2O2 as an isolated structure. The level of theory is the ωB97M-V functional and the def2-TZVPD basis.

```
16
Properties=species:S:1:pos:R:3:forces:R:3
Ag -21.716588 24.561074 9.628163 0.014 0.012 0.022
Cl -19.889780 26.680463 13.574433 -0.019 -0.022 -0.045
C -21.943321 33.008983 13.849823 0.775 -1.074 -0.091
O -20.564568 32.581397 13.825105 -0.104 0.185 -0.112
H -22.531269 32.098933 13.969067 -0.511 0.286 0.273
H -22.066504 33.686278 14.694923 -0.269 0.067 -0.278
H -22.211199 33.427175 12.879529 0.019 0.393 0.199
H -20.555826 31.623638 13.889957 0.085 0.145 0.015
C -15.095895 23.571008 16.715218 1.661 -3.299 3.158
O -14.222139 22.968987 17.354111 -0.834 0.498 -0.593
N -14.887851 24.454395 15.816984 1.360 4.256 -3.983
N -16.399950 23.339028 16.842142 -2.247 -1.118 1.035
H -15.684479 24.980008 15.486513 0.565 0.048 -0.170
H -13.969395 24.792536 15.567579 -0.200 -0.208 0.334
H -17.078867 23.894169 16.341163 -0.002 -0.533 0.421
H -16.652476 22.604306 17.487520 -0.294 0.365 -0.184
```
Positions in Å, forces in eV/Å.

Properties
Energy above the lowest of the compared OMol25 structures with the same formula, charge and spin, eV: 1.890
Calculated total energy, eV: -25789.3933
Multiplicity: 2
Max |F|, eV Å⁻¹: 5.99
Total charge: +1
HOMO (alpha / beta), eV: -11.225 / -11.225
Expectation value of S²: 0.752

---

Entry 2:
This record from the OMol25 dataset describes C2H8AlN2O2 as an isolated structure. The level of theory is the ωB97M-V functional and the def2-TZVPD basis.

```
15
Properties=species:S:1:pos:R:3:forces:R:3
N -1.836081 -0.678708 -0.118364 0.036 -0.286 0.090
C -0.442322 -1.084416 0.164132 0.133 -0.264 -0.018
C 0.153290 -0.273210 1.342039 0.436 0.393 -0.181
O 1.541516 -0.121613 1.145879 0.018 0.456 -0.125
Al 1.535065 0.391369 -0.591600 -0.465 -0.767 -0.113
N 0.621730 2.004372 -0.903282 0.304 -0.159 0.198
O 0.359778 -0.983891 -0.966400 0.172 0.715 0.016
H -2.348888 -1.522557 -0.347478 -0.097 0.026 -0.066
H -1.762139 -0.179074 -1.000032 -0.077 0.169 0.084
H -0.449657 -2.127003 0.501663 -0.211 -0.276 -0.038
H -0.081536 -0.769948 2.284312 0.070 -0.181 0.192
H -0.297307 0.721612 1.388146 -0.483 0.059 -0.029
H 2.896619 0.259610 -1.410024 0.171 0.014 0.046
H -0.232972 1.872788 -1.430216 -0.021 0.008 -0.055
H 0.342904 2.490667 -0.058776 0.014 0.094 -0.002
```
Positions in Å, forces in eV/Å.

Properties
Calculated total energy, eV: -15880.1587
Max |F|, eV Å⁻¹: 0.90
Total charge: -1
HOMO, eV: -4.414

---

Entry 3:
This record from the OMol25 dataset describes C2H8BF4O3Rb as an isolated structure. The level of theory is the ωB97M-V functional and the def2-TZVPD basis.

```
19
Properties=species:S:1:pos:R:3:forces:R:3
Rb 0.982211 1.219608 -0.426690 0.159 -0.219 -0.160
B 4.979549 -1.935717 -3.282967 2.289 0.771 -2.203
F 4.424353 -1.382201 -4.430718 -0.367 1.058 -1.142
F 4.012393 -2.303882 -2.507387 -4.156 -1.299 3.574
F 5.716015 -3.024224 -3.647463 1.275 -1.599 -0.589
F 5.806953 -1.040348 -2.625681 0.701 1.273 0.546
O 1.589476 5.131383 -3.465358 -0.094 -0.230 0.252
H 1.894779 5.999795 -3.202939 0.121 0.213 0.079
H 1.304853 5.241095 -4.372656 -0.049 -0.039 -0.268
C -3.119975 -0.059641 3.238626 -1.282 -1.119 0.217
C -3.112271 -1.516586 2.755045 -0.293 0.032 -0.975
O -1.921759 -1.937814 2.074874 0.092 0.539 0.463
O -3.053856 0.936389 2.247987 1.378 0.307 -0.787
H -2.383385 -0.027735 4.041448 0.293 0.914 -0.230
H -4.117869 0.134943 3.631621 0.061 -0.780 0.989
H -3.926001 -1.658022 2.043754 -0.351 0.062 0.019
H -3.281092 -2.195837 3.590642 -0.153 0.292 0.325
H -1.865151 -2.881663 2.240874 0.261 -0.041 -0.184
H -3.929223 1.300455 2.096987 0.112 -0.135 0.074
```
Positions in Å, forces in eV/Å.

Properties
Energy above the lowest of the compared OMol25 structures with the same formula, charge and spin, eV: 2.734
Calculated total energy, eV: -20552.1648
Max |F|, eV Å⁻¹: 5.63
Total charge: 0
HOMO, eV: -9.234

---

Entry 4:
This record from the OMol25 dataset describes a 2-piece molecular cluster, C2H8BrNP overall. The level of theory is the ωB97M-V functional and the def2-TZVPD basis.

```
13
Properties=species:S:1:pos:R:3:forces:R:3
C -0.208285 0.685415 -0.846056 1.719 0.249 0.332
C 0.643381 -0.561490 -0.813119 0.637 0.283 1.896
N 0.256294 1.499195 0.378461 -0.841 0.561 0.082
P 0.034306 -2.317019 1.210243 1.548 2.163 -0.501
Br -1.629269 -1.173253 2.080891 -0.218 0.503 0.289
H 0.030086 1.372378 -1.668308 -0.418 -0.589 -0.291
H -1.261027 0.441738 -0.738821 -0.086 0.389 -0.051
H 1.771641 -0.388533 -0.857859 -1.700 -0.603 0.042
H 0.205713 -1.317411 -1.375951 -0.086 -1.220 -1.441
H 1.197251 1.219694 0.630091 0.569 0.426 -0.299
H -0.280176 1.034081 1.088142 -0.683 0.229 1.249
H 0.116113 2.552104 0.397333 0.155 -1.661 -0.120
H -0.876029 -3.046898 0.514953 -0.596 -0.729 -1.188
```
Positions in Å, forces in eV/Å.

Properties
Energy above the lowest of the compared OMol25 structures with the same formula, charge and spin, eV: 1.667
Calculated total energy, eV: -83016.0730
Max |F|, eV Å⁻¹: 2.71
Total charge: +1
HOMO (alpha / beta), eV: -12.821 / -12.600

---

Entry 5:
This record from the OMol25 dataset describes a 3-piece molecular cluster, C2H8ClN2O overall. The level of theory is the ωB97M-V functional and the def2-TZVPD basis.

```
14
Properties=species:S:1:pos:R:3:forces:R:3
C -2.299234 0.376773 -1.276166 4.274 1.393 -0.778
C 0.059674 -2.153704 0.932093 -0.565 2.220 -0.213
N 0.430821 -1.204448 0.397620 1.144 -0.041 -0.779
N 0.614011 1.345129 -0.741977 0.592 4.214 1.758
O -0.667857 -2.884712 1.648484 -0.710 -1.919 0.689
Cl -3.710220 0.725822 -0.445486 -1.307 0.460 1.121
H -1.555181 1.236495 -1.419127 -2.683 0.848 -1.031
H -2.502786 0.063191 -2.306461 0.508 -0.681 0.580
H 1.232458 2.079464 -1.125945 -1.125 0.105 -0.984
H -1.416876 0.022793 -0.672823 -1.939 -2.420 -0.234
H 0.860805 0.510840 -1.159971 0.842 -2.877 -0.230
H 0.895516 1.533775 0.229475 -0.147 -1.648 0.241
H -0.419092 1.478145 -0.771876 1.040 0.593 -0.413
H -1.560111 -2.914144 1.255945 0.075 -0.246 0.273
```
Positions in Å, forces in eV/Å.

Properties
Energy above the lowest of the compared OMol25 structures with the same formula, charge and spin, eV: 3.059
Calculated total energy, eV: -19744.2872
Max |F|, eV Å⁻¹: 4.60
Total charge: +1
HOMO, eV: -14.202

---

Entry 6:
This record from the OMol25 dataset describes a 2-piece molecular cluster, C2H8ClN2P overall. The level of theory is the ωB97M-V functional and the def2-TZVPD basis.

```
14
Properties=species:S:1:pos:R:3:forces:R:3
C 1.597563 -1.730944 0.700409 -3.707 -1.563 -3.187
C -1.453472 1.950689 -0.900397 -0.346 0.356 -3.574
N 0.911618 -0.863714 1.577398 2.935 1.357 3.223
N -0.723754 0.721725 -0.847109 1.042 -1.700 1.795
P -0.655294 -0.347723 1.455584 -0.246 -0.162 -2.741
Cl -0.659215 1.160888 2.761171 0.152 0.674 0.264
H 2.218063 -1.162193 0.065115 1.077 0.460 -0.743
H 2.066718 -2.663093 1.017752 -0.159 0.306 0.733
H 0.691645 -1.985473 0.039999 1.721 -0.676 0.008
H -2.477547 1.914043 -1.357222 0.484 -0.217 0.906
H -1.409430 2.320034 0.044989 -0.677 1.636 2.824
H -0.977149 2.781800 -1.538771 0.013 -1.276 0.601
H 1.711877 -0.436948 2.107897 -2.135 0.519 -0.029
H -1.246281 -0.073255 -1.209140 -0.153 0.286 -0.080
```
Positions in Å, forces in eV/Å.

Properties
Energy above the lowest of the compared OMol25 structures with the same formula, charge and spin, eV: 2.917
Calculated total energy, eV: -26992.6440
Max |F|, eV Å⁻¹: 5.13
Total charge: 0
HOMO (alpha / beta), eV: -7.228 / -7.490

---

Entry 7:
This record from the OMol25 dataset describes a 2-piece molecular cluster, C2H8F3N3Si overall. The level of theory is the ωB97M-V functional and the def2-TZVPD basis.

```
17
Properties=species:S:1:pos:R:3:forces:R:3
N -0.898620 -1.706013 0.707497 1.075 0.746 0.192
Si -1.077214 0.057960 0.735426 -0.235 -1.763 1.402
N -2.056084 0.630572 2.019159 2.133 1.966 1.779
N -1.536002 0.704554 -0.714261 -0.509 0.707 -2.800
F 0.314594 0.726242 1.104995 1.020 0.056 0.323
H -1.080077 -2.184591 -0.175006 0.227 0.219 0.443
H -0.051634 -2.098643 1.188600 -1.370 0.505 -0.769
H -1.474594 1.153430 2.770149 -1.187 -0.976 -2.035
H -2.767603 0.211345 2.552400 -0.992 -0.986 0.036
H -2.418927 1.231141 -0.812981 1.125 -0.519 -0.060
H -0.923296 0.690878 -1.576232 -1.420 0.090 1.558
C 2.876003 0.133412 -0.850670 0.560 1.810 0.592
C 1.753572 0.096287 -1.546619 2.320 -0.092 -1.729
F 1.327126 1.137160 -2.241701 -0.911 0.129 0.183
F 1.261707 -1.036610 -2.089384 -0.400 0.737 0.945
H 3.203352 -0.785801 -0.473715 0.467 -1.197 0.518
H 3.547699 1.038678 -0.597657 -1.902 -1.434 -0.578
```
Positions in Å, forces in eV/Å.

Properties
Calculated total energy, eV: -22707.6101
Max |F|, eV Å⁻¹: 3.40
Total charge: 0
HOMO, eV: -9.577

---

Entry 8:
This record from the OMol25 dataset describes C2H8F6O10S2Zn as an isolated structure. The level of theory is the ωB97M-V functional and the def2-TZVPD basis.

```
29
Properties=species:S:1:pos:R:3:forces:R:3
Zn 20.792859 6.095896 -7.713804 -0.002 -0.207 -0.136
C 20.972632 4.353671 -4.098449 0.329 -0.156 0.002
F 20.664875 3.878429 -2.903449 0.022 -0.080 0.163
F 21.113173 5.691016 -3.989921 0.013 0.152 -0.011
F 22.171302 3.863741 -4.467412 -0.189 0.063 0.142
S 19.696644 3.930823 -5.333719 0.236 0.181 0.162
O 20.255767 4.635470 -6.498863 0.001 -0.296 -0.604
O 19.760415 2.511145 -5.438358 -0.025 -0.276 -0.158
O 18.505080 4.543234 -4.842163 -0.492 0.265 0.136
C 22.079036 7.604396 -11.344918 0.136 -0.088 -0.191
F 23.331152 7.120866 -11.455637 -0.491 0.117 -0.053
F 21.812576 8.384371 -12.389816 0.204 -0.182 0.169
F 21.231741 6.543861 -11.399413 0.156 0.121 -0.013
S 21.866606 8.510314 -9.757172 -0.351 0.010 -0.224
O 21.801070 7.355803 -8.834213 0.203 -0.122 0.163
O 23.057329 9.272491 -9.594802 0.381 0.160 0.048
O 20.623936 9.205253 -9.898926 -0.200 -0.076 0.075
O 22.617559 6.131614 -6.517073 0.198 0.083 0.098
H 22.685101 6.344092 -5.580786 -0.144 -0.148 0.080
H 23.508422 5.938509 -6.822691 -0.001 0.101 -0.140
O 19.037473 6.128737 -8.955103 -0.105 0.002 -0.065
H 19.076406 5.730947 -9.830867 0.106 -0.001 -0.019
H 18.109796 6.163270 -8.704407 0.004 0.013 0.104
O 19.876796 7.511571 -6.509296 0.043 0.511 0.215
H 20.338643 8.345812 -6.370045 -0.052 0.069 -0.125
H 19.082108 7.528858 -5.966344 0.001 -0.270 0.074
O 21.352665 4.487993 -9.091033 0.035 -0.117 -0.015
H 21.936484 4.515542 -9.856539 0.036 0.149 0.009
H 21.362280 3.588041 -8.744809 -0.051 0.022 0.113
```
Positions in Å, forces in eV/Å.

Properties
Energy above the lowest of the compared OMol25 structures with the same formula, charge and spin, eV: 0.000
Calculated total energy, eV: -109074.7855
Max |F|, eV Å⁻¹: 0.67
Total charge: 0
HOMO, eV: -10.576

---

Entry 9:
This record from the OMol25 dataset describes C2H8FN3O12V as an isolated structure. The level of theory is the ωB97M-V functional and the def2-TZVPD basis.

```
27
Properties=species:S:1:pos:R:3:forces:R:3
O -1.210072 -0.536259 -1.242969 0.717 0.381 2.964
V -1.174737 -0.172811 0.332923 -2.761 1.571 -2.260
N -1.649149 3.016540 -0.262003 0.116 -0.111 -1.482
O -2.346964 3.397046 -1.227143 0.218 0.066 0.625
O -0.724121 3.686074 0.171713 -0.260 -0.249 0.239
O -1.936438 1.864141 0.220297 0.172 -1.030 0.596
N 1.738694 1.517692 0.759510 -0.903 1.704 2.123
O 2.840161 1.630129 0.216857 -0.148 -0.725 -0.609
O 1.456524 2.165116 1.775267 0.458 -0.662 -0.638
O 0.831413 0.754221 0.279035 -0.003 -1.345 -0.961
N -1.664251 0.745985 3.525617 -0.860 3.139 0.645
O -1.337000 -0.000031 2.564710 0.350 -1.159 -0.408
O -2.623097 0.480980 4.278861 0.528 -1.200 -0.495
O -1.098109 1.846264 3.675245 0.230 -1.146 -0.232
F -3.228550 -0.682669 0.512957 2.598 0.101 0.029
C 1.220142 -1.324599 -3.941426 0.397 -0.307 1.199
O 1.224068 -0.157310 -4.741903 -0.108 -0.318 -0.164
H 2.224962 -1.685264 -3.697338 0.264 0.373 -0.449
H 0.810984 -1.078721 -2.959980 -0.345 -0.254 -0.031
H 0.707905 -2.196247 -4.359594 -0.347 0.316 -0.291
H 0.542899 0.395146 -4.346869 0.096 0.214 -0.172
C 1.195956 -2.157593 1.583527 1.193 0.741 -1.990
O -0.116909 -2.059523 1.022378 -0.093 -0.348 0.703
H 1.579259 -1.140552 1.643089 -0.273 -0.010 0.842
H 1.348394 -2.800382 2.446998 -0.655 0.333 0.334
H 1.832958 -2.545813 0.776214 0.056 -0.353 0.140
H -0.444923 -2.961560 0.994027 -0.638 0.280 -0.258
```
Positions in Å, forces in eV/Å.

Properties
Energy above the lowest of the compared OMol25 structures with the same formula, charge and spin, eV: 0.602
Calculated total energy, eV: -59640.9760
Multiplicity: 2
Max |F|, eV Å⁻¹: 3.90
Total charge: -2
HOMO (alpha / beta), eV: -2.665 / -2.671
Expectation value of S²: 0.784

---

Entry 10:
This record from the OMol25 dataset describes a 3-piece molecular cluster, C2H8FNSi overall. The level of theory is the ωB97M-V functional and the def2-TZVPD basis.

```
13
Properties=species:S:1:pos:R:3:forces:R:3
C 0.757065 -1.114949 -0.640365 0.641 -0.323 1.972
C 0.383576 -0.986063 1.768025 -0.843 0.789 -0.628
N 0.058975 -0.529001 0.352995 1.543 -0.941 -0.028
F -1.509302 1.180839 1.608160 0.219 0.081 -0.733
Si -1.448291 0.338260 0.186878 -1.396 -0.431 1.155
H 0.893766 -0.677598 -1.598448 -0.409 0.340 -0.623
H 1.411830 -1.936455 -0.327326 -0.306 0.286 -0.409
H -0.041911 3.065215 -3.639823 -1.603 -1.656 1.892
H -0.467827 -1.570727 2.125369 0.387 -0.129 0.107
H 1.342864 -1.493674 1.868990 -0.230 -0.167 -0.512
H 0.442302 -0.076629 2.366454 -0.067 -0.075 0.032
H -1.320433 1.210585 -0.976342 0.458 0.572 -0.337
H -0.502616 2.590192 -3.094561 1.606 1.654 -1.888
```
Positions in Å, forces in eV/Å.

Properties
Energy above the lowest of the compared OMol25 structures with the same formula, charge and spin, eV: 3.010
Calculated total energy, eV: -14286.8629
Max |F|, eV Å⁻¹: 2.98
Total charge: 0
HOMO (alpha / beta), eV: -6.862 / -7.343